ORCA calculation (ωB97M-V with the def2-TZVPD basis set) on a 18-piece molecular cluster, C72H185N5O18 overall at a distorted geometry.

## Properties
Energy ... -121959.3368 eV
LUMO ... 0.669 eV
HOMO ... -8.28 eV
Frontier orbital gap ... 8.95 eV

Atoms and positions in Å:
C  -1.0390  -16.3941  24.1001
C  -1.7603  -17.5718  23.4803
C  -0.7619  -18.1271  22.4247
O  -0.2958  -17.1121  21.4752
C  -1.3074  -16.7694  20.5463
N  -2.1275  -18.5213  24.5426
H  -0.7070  -15.7549  23.3246
H  -0.1068  -16.7766  24.4945
H  -1.6210  -15.8964  24.8773
H  -2.6904  -17.1769  23.0123
H  -1.1892  -19.0106  21.9466
H  0.1594  -18.4622  22.9311
H  -1.7715  -17.6440  20.0260
H  -0.7785  -16.0680  19.9088
H  -2.0626  -16.2319  21.0653
H  -1.4568  -18.6026  25.3071
H  -2.4588  -19.4384  24.2189
C  -11.6661  -17.1507  22.1891
C  -10.4844  -16.6835  21.4756
C  -9.4386  -16.2771  22.4562
O  -9.8557  -15.1690  23.2110
C  -9.0839  -14.8803  24.3649
N  -9.9867  -17.6002  20.5228
H  -12.3979  -17.4897  21.4766
H  -12.1443  -16.3869  22.8185
H  -11.4661  -17.9946  22.9168
H  -10.7017  -15.8129  20.8779
H  -8.4570  -16.1216  21.9850
H  -9.2633  -17.0510  23.1347
H  -7.9672  -15.1322  24.2338
H  -9.4194  -15.5156  25.2006
H  -9.2726  -13.8570  24.6293
H  -9.0977  -17.2780  20.1326
H  -9.7481  -18.4700  21.0366
C  -6.8333  -17.6032  26.0389
C  -6.0353  -18.6459  25.2862
C  -5.1823  -17.8946  24.2192
O  -6.0414  -17.1715  23.3829
C  -5.3157  -16.4876  22.3936
N  -5.1702  -19.4301  26.1721
H  -7.5397  -17.0530  25.4196
H  -6.1678  -16.8837  26.4533
H  -7.3359  -18.1732  26.7992
H  -6.7750  -19.2540  24.7388
H  -4.5780  -18.6190  23.6331
H  -4.5267  -17.2050  24.7935
H  -6.0686  -15.9435  21.8191
H  -4.7899  -17.1303  21.6736
H  -4.7123  -15.7185  22.7833
H  -5.0188  -20.3437  25.8288
H  -4.2316  -19.0196  26.2162
C  -13.5828  -26.9204  19.8285
C  -12.3689  -26.3247  20.5926
C  -11.3061  -25.7575  19.6107
O  -10.2311  -25.1435  20.3972
C  -9.7617  -23.8951  19.8375
N  -12.8497  -25.2234  21.3729
H  -13.3775  -27.8448  19.2271
H  -14.0406  -26.1375  19.2718
H  -14.2667  -27.2100  20.6315
H  -11.8171  -27.1029  21.2432
H  -11.8376  -25.0142  19.0355
H  -10.9204  -26.5820  18.9838
H  -10.5496  -23.1263  19.9139
H  -9.6187  -23.9701  18.7682
H  -8.8300  -23.5367  20.2394
H  -12.9918  -25.5564  22.3075
H  -12.1741  -24.4603  21.4032
C  -7.9788  -22.8485  27.5825
C  -6.7639  -22.0264  27.0799
C  -5.6143  -22.1654  28.0714
O  -6.0586  -22.0881  29.4367
C  -6.6192  -20.8350  29.7182
N  -6.2541  -22.4353  25.7731
H  -8.8770  -22.6531  26.9978
H  -8.2942  -22.5925  28.6019
H  -7.6993  -23.8920  27.4937
H  -7.1431  -21.0046  27.0225
H  -4.8055  -21.5045  27.7773
H  -5.2783  -23.2149  28.0302
H  -6.0991  -19.9563  29.2295
H  -6.5923  -20.7327  30.7820
H  -7.6802  -20.8753  29.3873
H  -6.0534  -23.4554  25.8400
H  -6.9994  -22.3363  25.0643
C  -1.5580  -19.7464  28.5976
C  -0.3508  -20.2046  27.8207
O  -0.3378  -19.8253  26.4719
C  0.7905  -20.2274  25.6823
C  2.1192  -19.5427  26.1030
H  -2.4629  -20.1720  28.2505
H  -1.4478  -20.0184  29.6699
H  -1.6708  -18.7039  28.4529
H  0.5326  -19.8056  28.3209
H  -0.2450  -21.3105  27.8501
H  0.9081  -21.2730  25.7241
H  0.4609  -19.9417  24.6103
H  2.5550  -19.8590  27.0475
H  1.8070  -18.5024  26.0395
H  2.7111  -19.7211  25.2308
C  0.8750  -23.1790  22.4110
C  0.6325  -21.8156  21.9344
O  0.8326  -21.8511  20.5147
C  0.2843  -20.7442  19.7554
C  0.7282  -20.9127  18.3288
H  1.1871  -23.1198  23.4600
H  0.0813  -23.8670  22.2519
H  1.7417  -23.5431  21.8250
H  -0.3908  -21.4896  22.1922
H  1.3596  -21.0692  22.3369
H  -0.7937  -20.9341  19.7422
H  0.4304  -19.8273  20.2712
H  1.8197  -20.6007  18.2559
H  0.1970  -20.2986  17.6301
H  0.6942  -21.9747  18.0065
C  -6.5466  -24.4485  22.2755
C  -7.0460  -25.6822  23.0039
O  -6.9452  -25.5476  24.4058
C  -7.3740  -26.7642  25.0329
C  -7.4307  -26.7041  26.5159
H  -7.1340  -23.5637  22.6290
H  -5.4852  -24.2516  22.4753
H  -6.6739  -24.5322  21.2043
H  -8.1383  -25.7553  22.7277
H  -6.5196  -26.6014  22.6562
H  -8.3217  -26.9350  24.6060
H  -6.7581  -27.6180  24.7280
H  -8.1804  -25.9649  26.7577
H  -6.4912  -26.3245  26.9332
H  -7.6451  -27.6499  26.9564
C  1.1293  -24.6577  25.9109
C  0.6062  -25.0049  27.2941
O  -0.5592  -24.2284  27.4984
C  -1.1084  -24.4987  28.7836
C  -2.4217  -23.7715  28.9635
H  0.3306  -24.7398  25.1826
H  1.6209  -23.6795  25.9386
H  1.9317  -25.3749  25.7488
H  0.4223  -26.0414  27.5121
H  1.3248  -24.7029  28.0210
H  -1.2572  -25.5719  28.9126
H  -0.4135  -24.1425  29.5954
H  -3.0776  -23.9458  28.1501
H  -2.2402  -22.7070  29.0739
H  -3.0574  -24.0986  29.7971
C  -6.0412  -17.9542  18.1068
C  -6.5443  -19.2623  17.6243
O  -5.9798  -20.3362  18.3603
C  -6.1315  -21.6120  17.7585
C  -5.6390  -22.6922  18.6826
H  -5.0043  -17.9283  17.8393
H  -6.5950  -17.0838  17.6428
H  -6.1443  -17.8358  19.1839
H  -7.6427  -19.2307  17.7453
H  -6.3018  -19.3809  16.5910
H  -7.2028  -21.7310  17.5233
H  -5.5711  -21.6721  16.8208
H  -6.3279  -22.9071  19.5366
H  -4.6255  -22.3806  19.0721
H  -5.5097  -23.6567  18.1840
C  3.0476  -18.4169  21.2044
C  3.7197  -19.7675  21.3044
O  3.9047  -20.0329  22.7009
C  4.7586  -21.1450  22.9911
C  4.5412  -21.5267  24.4384
H  2.7077  -18.2749  20.1852
H  2.1504  -18.3430  21.8236
H  3.7119  -17.5863  21.4271
H  3.1397  -20.6359  20.8850
H  4.7022  -19.8589  20.7787
H  4.4256  -21.9613  22.3449
H  5.7639  -20.8359  22.7622
H  4.9213  -20.7970  25.1459
H  5.0812  -22.4538  24.6722
H  3.5105  -21.6749  24.8321
C  -2.5857  -15.3847  17.4356
C  -1.8706  -16.5764  16.8892
O  -0.5340  -16.2101  16.7139
C  0.2452  -17.2150  16.1628
C  1.7006  -16.8483  16.3978
H  -2.0031  -14.9667  18.2733
H  -2.6822  -14.6347  16.6473
H  -3.5032  -15.6508  17.8931
H  -1.9289  -17.4191  17.6372
H  -2.3654  -16.9221  15.9355
H  0.0337  -18.1274  16.6691
H  0.0507  -17.3552  15.0520
H  2.3035  -17.7915  16.1227
H  1.8165  -16.6695  17.4348
H  1.9520  -15.9890  15.7786
C  -2.3215  -24.2143  20.1995
C  -2.4359  -25.4889  20.9231
O  -1.2526  -25.5933  21.6255
C  -0.9389  -26.8887  22.1374
C  0.1156  -26.7940  23.1815
H  -3.0955  -24.1003  19.3761
H  -2.2233  -23.3201  20.8170
H  -1.2996  -24.2460  19.7159
H  -3.2932  -25.6496  21.5770
H  -2.5422  -26.3019  20.1639
H  -1.8234  -27.3931  22.5121
H  -0.5123  -27.4304  21.2847
H  -0.3084  -26.2152  24.0503
H  0.9927  -26.2769  22.9612
H  0.2875  -27.8334  23.5003
C  -10.1793  -23.5054  24.8581
C  -9.8013  -22.0274  24.7081
O  -8.7214  -21.9410  23.6919
C  -8.7016  -20.5736  23.1705
C  -7.7543  -20.4091  22.0069
H  -10.7800  -23.8443  24.0227
H  -9.2150  -24.0153  24.8661
H  -10.7318  -23.6476  25.7877
H  -10.6367  -21.4743  24.2519
H  -9.4627  -21.6262  25.6695
H  -9.7010  -20.2500  22.8276
H  -8.3772  -19.9922  23.9757
H  -6.7019  -20.6908  22.0906
H  -7.8071  -19.3431  21.7808
H  -8.1638  -20.9368  21.1240
C  -3.6646  -26.1512  24.4054
C  -3.1725  -26.6918  25.7338
O  -2.3505  -27.8084  25.3677
C  -1.7534  -28.5784  26.4479
C  -1.0757  -29.6956  25.8044
H  -4.3391  -25.2941  24.5565
H  -2.8929  -25.8736  23.7230
H  -4.2448  -26.9387  23.8757
H  -2.5472  -25.8587  26.2800
H  -3.9240  -27.0606  26.4214
H  -1.0289  -27.9779  26.9889
H  -2.5249  -28.9233  27.1389
H  -0.5745  -30.3726  26.4851
H  -0.3275  -29.3021  25.0722
H  -1.8052  -30.2780  25.2295
C  -1.7418  -22.1593  25.1607
C  -2.8263  -22.3967  24.2081
O  -2.7692  -21.3344  23.2294
C  -3.7711  -21.3475  22.2618
C  -3.5159  -20.2777  21.2535
H  -0.7941  -22.0779  24.6694
H  -1.9562  -21.2762  25.6994
H  -1.6807  -22.9523  25.9322
H  -2.7398  -23.3970  23.7475
H  -3.8011  -22.3453  24.7493
H  -3.7102  -22.3182  21.7840
H  -4.7468  -21.3507  22.7275
H  -3.5484  -19.2722  21.6049
H  -4.0843  -20.3985  20.3362
H  -2.4514  -20.3491  20.9404
C  -2.6007  -20.6892  17.0499
C  -3.0673  -20.2498  15.6834
O  -3.5728  -21.3575  14.9658
C  -3.8145  -21.0495  13.6031
C  -4.3874  -22.2250  12.8867
H  -1.9739  -19.8744  17.4633
H  -3.4006  -20.9193  17.7060
H  -1.8879  -21.5217  17.0498
H  -3.8387  -19.4789  15.8852
H  -2.2739  -19.7835  15.1191
H  -4.5485  -20.2269  13.4996
H  -2.9098  -20.7101  13.1101
H  -3.7084  -23.0714  12.7484
H  -4.7111  -22.0775  11.8773
H  -5.3021  -22.5196  13.4119
C  3.3774  -29.8092  27.8621
C  2.5225  -28.5375  27.7924
O  2.6126  -28.0885  26.4269
C  3.9107  -27.4928  26.0173
C  3.9344  -27.4420  24.4846
H  2.8826  -30.5114  27.1844
H  4.3647  -29.5358  27.5325
H  3.5628  -30.2943  28.8599
H  1.4575  -28.7257  27.9701
H  2.8664  -27.7393  28.5404
H  3.9593  -26.4611  26.4150
H  4.7300  -27.9822  26.4658
H  2.9813  -27.0005  24.2145
H  4.0660  -28.4372  24.0955
H  4.7679  -26.8970  24.0454

Atomic forces in eV per Å
-0.21 -0.60 0.58
0.20 0.03 0.41
0.26 0.50 0.11
-0.73 -1.92 0.69
0.95 -0.25 0.01
-0.17 0.08 -0.51
-0.05 1.10 -0.66
0.27 -0.11 0.65
0.10 0.07 -0.12
0.46 -0.52 -0.01
0.04 0.12 -0.43
-0.37 0.16 0.03
0.55 0.52 0.17
-0.37 -0.15 -0.69
-1.11 0.55 0.31
-0.06 -0.14 -0.55
0.50 0.47 0.09
-1.78 -1.18 1.63
0.95 1.97 -0.10
0.94 1.19 0.27
0.00 0.86 -0.19
1.02 -1.59 -0.18
1.00 -2.58 -0.33
-0.48 -0.29 -0.22
0.34 0.03 -0.35
0.10 0.61 -0.89
-0.54 0.75 0.02
-0.07 0.41 -0.21
0.29 -1.92 1.20
-1.47 0.71 -0.06
0.02 0.08 -0.07
0.21 0.50 0.03
-0.35 -0.01 0.08
-0.14 0.43 -0.67
-0.26 -0.72 -0.23
0.63 0.86 -1.49
-0.18 -0.93 1.01
0.14 0.01 -0.41
-1.89 -0.16 -1.20
0.07 1.27 0.42
-0.04 -0.29 -0.11
0.57 0.60 0.72
-0.49 0.23 0.70
0.59 -0.33 0.32
-0.13 0.40 0.27
0.08 -0.31 -0.48
-0.07 -0.07 -0.22
0.16 -0.12 0.41
1.33 0.74 0.78
-0.13 -1.28 -0.60
-0.41 0.16 -0.05
1.11 -1.42 1.19
1.63 -0.98 -0.82
0.22 -0.56 1.41
-0.13 0.32 -0.94
-1.53 -0.39 -0.59
-0.22 0.68 0.40
0.00 0.95 0.36
-0.37 0.49 -0.66
-0.23 -0.05 -0.28
-0.93 0.84 -0.95
0.10 0.41 -0.52
0.02 0.55 0.09
0.26 -0.03 0.42
0.23 -0.38 -0.50
0.20 -0.27 0.76
-0.22 0.30 0.52
-0.07 -0.41 0.18
0.12 0.33 -0.11
-1.08 -0.17 0.52
-0.97 -1.41 0.48
1.26 0.55 -0.94
-0.57 0.60 -0.77
-0.41 -0.75 -0.14
0.30 -0.26 -0.20
0.48 -0.31 -0.11
-0.26 -0.37 0.26
0.55 0.29 -0.13
0.22 0.36 0.45
0.17 0.30 -0.35
-0.40 -1.00 0.39
-0.05 0.29 0.70
0.44 0.59 0.22
-0.19 0.88 -0.37
0.50 -0.15 0.32
0.64 -0.57 0.29
1.11 -1.36 0.33
-0.28 0.70 -0.38
-0.55 1.61 -0.19
-2.29 0.21 -1.27
-0.97 -0.73 -0.46
0.03 0.36 -0.67
-0.04 1.28 0.27
0.24 0.10 0.09
-0.14 0.24 0.17
-0.06 -1.62 0.04
0.85 -0.39 1.67
-0.06 0.06 -0.14
0.66 0.42 0.63
1.10 -0.02 -0.15
2.10 -0.44 0.53
-0.30 1.85 -0.99
-0.08 0.62 -0.53
-1.27 -2.78 0.32
2.77 0.09 0.10
-0.21 -0.38 -0.02
-0.81 -0.41 0.01
-0.22 -0.08 0.42
0.17 0.12 -0.17
-0.43 -0.43 0.10
-0.33 0.29 0.17
0.63 1.16 0.09
-1.10 -0.41 -0.07
-0.45 0.32 -0.26
-0.23 0.64 0.36
0.07 0.90 1.10
-1.00 -0.04 -0.92
0.52 -0.27 0.60
1.04 -0.11 -0.85
0.51 1.74 0.02
0.46 -0.60 -0.29
-0.13 -0.05 0.00
-0.11 -0.23 -0.24
0.81 -0.38 0.22
-0.27 0.42 0.22
-1.60 -0.61 -0.26
0.36 0.16 -0.25
-0.39 0.04 0.53
0.02 -0.18 -0.08
-0.30 -0.71 0.24
0.56 -0.66 1.03
-0.30 1.38 -0.60
-0.62 -0.34 0.82
0.13 0.51 0.82
-0.02 0.16 0.57
0.21 0.18 -0.19
-0.47 0.05 -0.19
-0.02 -0.17 -0.63
-0.31 -0.82 -0.46
0.92 0.29 0.80
0.11 -0.24 -0.06
-0.26 -0.44 -0.68
-0.41 0.02 -1.29
-0.16 0.20 -0.10
0.73 -0.06 0.28
-0.24 1.27 0.00
-1.36 -0.55 0.67
0.42 0.26 0.41
-0.80 0.13 -0.36
0.62 -0.08 1.26
0.80 0.57 0.05
0.65 -1.04 0.25
0.04 -0.16 0.13
0.12 -0.55 -0.21
0.05 -0.14 -1.01
0.17 -0.23 -0.07
0.03 0.20 -0.14
0.58 0.52 -0.48
-1.07 -0.42 -0.19
0.00 0.22 -0.26
-0.18 -0.24 -0.63
0.38 -1.34 0.49
0.14 0.18 0.08
-2.12 0.51 -0.05
0.20 -0.57 1.20
-0.10 0.10 -0.35
0.22 -0.15 0.10
0.14 -0.08 0.23
-0.03 0.91 0.14
-0.43 0.58 0.27
0.35 -0.26 -0.11
0.71 -0.25 0.03
0.37 0.40 -0.15
-0.04 0.08 -0.17
0.35 -0.05 -1.16
1.00 0.77 0.29
-0.63 -1.05 0.27
-0.36 0.59 -0.23
0.83 0.34 -1.36
0.04 -2.11 -1.59
0.03 0.02 -0.48
-0.25 0.07 0.30
-1.27 -0.23 -0.01
0.04 0.43 -0.69
0.58 0.16 0.64
-0.28 -1.13 0.37
0.00 0.12 1.05
-0.53 1.66 0.26
0.38 0.41 1.00
0.35 -0.06 0.18
0.56 1.29 -2.33
-0.50 -1.47 -0.65
0.80 -0.42 1.38
0.56 0.60 -1.53
-2.22 -0.40 2.40
0.84 0.06 1.14
-0.52 -0.09 0.19
-1.10 -0.03 0.11
-0.33 0.46 0.22
0.27 0.20 0.28
-0.19 -0.14 0.11
-0.33 -0.43 -0.04
0.26 -0.88 -0.60
1.54 0.58 -1.04
0.37 0.47 0.17
0.64 0.94 0.02
0.27 -0.59 -1.75
-1.30 0.92 0.39
0.31 -2.02 -0.58
-0.61 -0.16 -0.98
-0.01 -0.10 -0.18
-0.19 -0.51 0.20
0.11 -0.18 0.00
0.08 0.11 0.70
-0.14 0.38 -0.44
0.16 -0.26 0.32
0.20 1.37 1.26
-0.24 -0.04 0.53
0.31 0.12 -0.18
0.25 0.16 0.31
-1.87 -0.40 0.41
2.28 0.79 0.03
0.39 -0.20 0.95
-1.08 1.59 -0.34
0.92 -1.06 -1.87
0.19 -0.24 -0.08
0.90 0.32 -0.04
0.17 0.38 0.39
-0.92 -1.46 -0.77
-0.59 0.22 0.07
0.05 0.46 0.26
-0.18 0.11 0.13
0.12 -0.02 0.29
-0.46 -0.38 0.63
0.15 -0.01 0.06
0.26 -1.14 1.21
-1.49 -0.02 -0.72
0.71 -0.03 1.00
-0.07 -1.00 -0.04
1.48 -0.32 -0.95
0.57 0.03 -0.28
0.06 1.16 0.49
-0.01 0.18 -0.57
-0.10 0.36 -0.32
0.32 -0.13 -0.50
-0.19 -0.39 -0.54
-0.58 0.48 0.26
-0.65 0.82 0.55
-0.43 0.10 0.06
-0.50 -0.34 0.08
1.95 0.39 -0.25
-0.53 -0.20 0.68
-0.19 0.09 -0.32
-0.43 0.67 -0.31
-0.47 -1.32 0.28
-0.67 -0.10 0.09
-0.80 -0.09 0.64
-0.34 -0.15 -0.38
-0.01 -0.18 -0.54
0.47 0.23 -0.24
0.23 -0.03 0.32
0.49 0.14 0.03
0.05 0.01 0.71
-0.14 0.97 -0.67
0.26 -0.38 0.07
-0.50 -0.26 1.13
1.02 0.66 0.28
1.09 0.75 -0.12
-1.95 1.13 -0.04
0.06 -0.29 1.00
0.51 -0.14 0.09
0.35 -0.24 -0.42
-0.69 0.60 -0.73
0.24 0.01 -0.04
-0.37 -0.86 -1.02
-0.24 -0.23 -0.06
0.93 -0.96 0.29
-0.02 -0.08 -0.53
-0.48 -0.52 -0.23
-0.03 0.47 0.40

These are the Mulliken partial charges, in e, on atoms 1 to 4: C -2.023; C 2.133; C 1.300; O -0.657